# 1
C5H38NO15 | ωB97M-V/def2-TZVPD

Each line ends with the Löwdin charge.
Geometry (Å):
1 C -2.454 -1.399 0.431  -0.019
2 C -1.090 -0.662 0.611  -0.365
3 C -1.144 0.748 1.125  -0.162
4 C -1.290 1.631 -0.012  -0.232
5 O -0.214 1.372 -0.931  -0.128
6 N -0.167 -1.413 1.513  -0.039
7 C 0.669 -2.516 0.852  -0.339
8 O 1.650 -1.962 0.147  -0.185
9 H -2.400 -1.752 -0.637  0.078
10 H -2.186 -2.407 0.956  0.108
11 H -3.339 -0.811 0.664  0.069
12 H -0.590 -0.701 -0.459  0.145
13 H -1.725 1.012 1.986  0.089
14 H -0.098 0.926 1.590  0.120
15 H -1.264 2.696 0.145  0.109
16 H -2.100 1.628 -0.683  0.107
17 H -0.708 -1.840 2.221  0.073
18 H -0.164 -3.124 0.340  0.109
19 H 1.080 -2.951 1.748  0.112
20 H 3.347 0.232 -0.327  0.163
21 H 1.577 0.071 2.129  -0.056
22 H 3.033 0.509 1.684  0.089
23 O 2.280 0.580 2.424  -0.091
24 H 3.091 -1.063 1.008  0.015
25 H 4.346 -1.774 1.763  0.078
26 O 4.081 -1.006 1.201  -0.119
27 H -0.353 -4.098 -2.350  -0.032
28 H 0.007 -3.948 -0.900  0.004
29 O -0.455 -4.561 -1.537  -0.089
30 H 1.079 3.076 1.186  0.043
31 H 1.728 2.419 2.354  -0.026
32 O 1.533 3.309 2.048  -0.084
33 H -0.674 -1.921 -3.824  0.007
34 H -0.294 -1.810 -2.486  -0.047
35 O -0.622 -2.437 -3.083  -0.012
36 H -2.851 0.232 -3.371  0.044
37 H -0.799 1.067 -3.076  0.071
38 O -1.498 1.212 -3.798  -0.082
39 H 2.836 2.443 -0.803  0.007
40 H 3.353 3.538 0.026  -0.022
41 O 3.307 3.339 -0.885  -0.097
42 H 0.544 0.895 -0.612  0.018
43 H -3.733 -0.135 -2.202  -0.013
44 O -3.813 -0.191 -3.162  -0.145
45 H 0.597 0.713 4.453  0.076
46 H -0.317 -0.214 3.687  -0.014
47 O -0.370 0.506 4.300  -0.070
48 H 2.103 0.182 -1.195  0.011
49 H -0.013 3.444 -3.212  0.092
50 O 2.415 0.798 -0.496  -0.143
51 H -0.116 3.619 -1.732  0.119
52 H -1.918 2.053 -3.587  0.037
53 O -0.745 3.898 -2.601  -0.186
54 H -3.159 0.355 2.830  0.001
55 H -2.544 0.105 4.322  0.109
56 O -3.282 -0.243 3.601  -0.143
57 H 1.534 -1.406 -2.509  -0.009
58 H 1.291 -1.357 -0.897  0.034
59 O 1.009 -0.902 -1.979  -0.186

Energy above the lowest of the compared OMol25 structures with the same formula, charge and spin, kcal per mole: 148.5
Charge: -1
Largest force on an atom, hartree/bohr: 0.123
E, eV: -38003.1539

=====

# 2
C4H7NO | ωB97M-V/def2-TZVPD

Each line ends with the Löwdin charge.
Geometry (Å):
1 C 0.815 0.317 -1.147  -0.112
2 C -0.373 0.771 -1.236  -0.099
3 N -0.173 -0.676 -1.621  0.004
4 H 1.866 0.349 -0.937  0.114
5 H -1.104 1.547 -1.318  0.121
6 H -0.093 -0.744 -2.639  0.067
7 C 0.455 -0.374 1.433  -0.076
8 C -0.909 0.049 0.897  -0.395
9 O -1.495 1.032 1.304  0.013
10 H 0.150 -0.728 2.414  0.081
11 H 1.150 0.459 1.574  0.084
12 H 0.962 -1.209 0.925  0.081
13 H -1.391 -0.749 0.299  0.116

Energy above the lowest of the compared OMol25 structures with the same formula, charge and spin, kcal per mole: 123.7
SMILES: C1=CN1.CC=O
Largest force on an atom, hartree/bohr: 0.025
E, eV: -7794.2785

=====

# 3
C3H5N3O | ωB97M-V/def2-TZVPD

Each line ends with the Löwdin charge.
Geometry (Å):
1 C -2.297 0.065 -0.055  -0.126
2 N -1.082 -0.723 -0.071  0.040
3 C 0.020 -0.289 -0.174  -0.590
4 N 0.549 0.923 -0.217  0.175
5 C 1.865 0.709 -0.034  -0.149
6 N 2.331 -0.554 -0.180  0.079
7 O 0.999 -1.288 -0.130  0.001
8 H -3.039 -0.376 0.812  0.113
9 H -2.084 1.203 0.142  0.099
10 H -2.809 -0.259 -0.954  0.054
11 H 2.628 1.398 0.135  0.109
12 H 2.920 -0.811 0.725  0.195

Energy above the lowest of the compared OMol25 structures with the same formula, charge and spin, kcal per mole: 100.7
SMILES: C/N=c1\nc[nH]o1
Largest force on an atom, hartree/bohr: 0.114
E, eV: -9706.2153

=====

# 4
C10H15BNO | ωB97M-V/def2-TZVPD

Each line ends with the Löwdin charge.
Geometry (Å):
1 B -1.243 -0.543 1.212  -0.162
2 C 2.201 -1.215 1.761  -0.058
3 C 1.131 -0.389 1.938  0.014
4 C 2.621 -1.507 0.515  0.059
5 C 0.212 -0.034 0.888  -0.176
6 C 2.060 -0.778 -0.581  -0.125
7 C 0.858 -0.070 -0.461  -0.150
8 C -0.865 1.136 1.299  0.030
9 C -2.214 0.493 0.636  -0.153
10 C 2.829 -0.450 -1.865  0.017
11 C -3.126 0.240 -1.667  -0.033
12 N -2.303 1.056 -0.704  -0.112
13 O 0.335 0.486 -1.525  0.165
14 H -1.362 -1.221 2.257  0.145
15 H 2.776 -1.480 2.578  0.107
16 H 1.035 0.025 2.988  0.168
17 H 3.657 -1.910 0.420  0.159
18 H -0.681 1.396 2.333  0.142
19 H -0.697 1.940 0.680  0.116
20 H -3.186 0.693 1.265  0.181
21 H 3.692 0.044 -1.531  0.084
22 H 3.137 -1.361 -2.356  0.098
23 H 2.196 0.029 -2.506  0.046
24 H -3.832 -0.436 -1.217  0.087
25 H -3.608 1.112 -2.144  0.101
26 H -2.498 -0.197 -2.401  0.068
27 H -2.740 1.949 -0.621  0.110
28 H -0.388 0.992 -1.189  0.071

Energy above the lowest of the compared OMol25 structures with the same formula, charge and spin, kcal per mole: 65.6
Charge: +1
Largest force on an atom, hartree/bohr: 0.088
E, eV: -14817.1796

=====

# 5
C41H53AuBrN8O6 | ωB97M-V/def2-TZVPD

Each line ends with the Löwdin charge.
Geometry (Å):
1 Au -0.003 0.275 -0.167  1.356
2 C -3.200 4.332 1.663  -0.021
3 N -2.388 3.653 0.653  -0.102
4 C -2.197 4.398 -0.578  -0.017
5 C -1.695 2.539 0.942  -0.350
6 N -0.661 2.161 0.183  -0.015
7 C 0.383 3.015 -0.267  -0.250
8 C 0.900 3.922 0.623  -0.017
9 C 2.034 4.687 0.315  -0.047
10 C 2.656 4.519 -0.886  -0.015
11 C 2.148 3.615 -1.847  -0.146
12 C 2.801 3.478 -3.097  -0.025
13 C 2.322 2.617 -4.035  -0.058
14 C 1.178 1.839 -3.756  -0.034
15 C 0.512 1.946 -2.564  -0.259
16 N -0.603 1.129 -2.261  0.087
17 C -1.556 0.868 -3.138  -0.360
18 N -2.264 -0.285 -3.103  -0.132
19 C -1.682 -1.533 -2.624  -0.037
20 C -3.720 -0.273 -3.233  -0.039
21 N -1.943 1.754 -4.104  -0.126
22 C -2.477 1.291 -5.382  -0.041
23 C -1.622 3.171 -4.082  -0.029
24 C 0.987 2.851 -1.561  -0.059
25 N -2.094 1.842 2.030  -0.136
26 C -1.118 1.178 2.894  -0.034
27 C -3.477 1.380 2.161  -0.019
28 H -2.998 5.402 1.610  0.097
29 H -2.946 3.974 2.656  0.095
30 H -4.264 4.172 1.486  0.096
31 H -3.166 4.731 -0.950  0.105
32 H -1.727 3.769 -1.320  0.052
33 H -1.563 5.270 -0.410  0.107
34 H 0.439 4.003 1.602  0.126
35 H 2.431 5.378 1.047  0.113
36 H 3.560 5.071 -1.119  0.120
37 H 3.692 4.065 -3.287  0.119
38 H 2.821 2.516 -4.989  0.111
39 H 0.808 1.131 -4.491  0.122
40 H -0.656 -1.611 -2.979  0.062
41 H -2.252 -2.357 -3.056  0.107
42 H -1.700 -1.634 -1.544  0.036
43 H -4.093 0.748 -3.194  0.096
44 H -4.145 -0.825 -2.394  0.036
45 H -4.056 -0.739 -4.162  0.093
46 H -2.337 0.220 -5.486  0.093
47 H -1.936 1.789 -6.189  0.096
48 H -3.538 1.525 -5.487  0.094
49 H -1.404 3.495 -3.075  0.059
50 H -2.482 3.730 -4.453  0.102
51 H -0.757 3.400 -4.707  0.097
52 H -0.114 1.527 2.663  0.064
53 H -1.163 0.097 2.776  0.068
54 H -1.355 1.433 3.929  0.102
55 H -4.104 1.839 1.400  0.094
56 H -3.872 1.630 3.148  0.098
57 H -3.498 0.300 2.026  0.077
58 Br -4.870 -2.484 -0.129  0.812
59 C -4.182 -2.700 1.629  -0.605
60 C -5.067 -3.027 2.645  -0.120
61 C -4.592 -3.166 3.941  -0.075
62 C -3.244 -2.980 4.212  -0.071
63 C -2.369 -2.663 3.183  -0.030
64 C -2.827 -2.523 1.875  -0.190
65 C -1.852 -2.132 0.791  -0.659
66 O -1.206 -2.984 0.196  0.029
67 O -1.795 -0.848 0.610  -0.150
68 H -6.115 -3.174 2.422  0.102
69 H -5.279 -3.420 4.738  0.109
70 H -2.874 -3.090 5.223  0.108
71 H -1.312 -2.526 3.389  0.118
72 O 3.373 0.117 0.083  0.067
73 C 2.738 0.336 1.096  -0.567
74 O 1.533 0.902 1.097  -0.168
75 C 3.304 0.005 2.442  -0.153
76 C 2.519 0.006 3.584  -0.022
77 C 3.029 -0.399 4.825  0.029
78 C 4.344 -0.785 4.850  -0.216
79 O 5.066 -1.229 5.916  0.043
80 C 6.387 -1.501 5.422  -0.105
81 O 6.398 -1.188 4.026  0.040
82 C 5.136 -0.766 3.717  -0.202
83 C 4.654 -0.381 2.499  0.080
84 H 1.487 0.318 3.507  0.090
85 H 2.424 -0.407 5.722  0.123
86 H 6.616 -2.556 5.563  0.137
87 H 7.107 -0.874 5.943  0.138
88 H 5.263 -0.375 1.605  0.136
89 C 1.560 -3.573 -3.360  -0.057
90 C 2.608 -3.026 -2.390  -0.180
91 N 2.264 -3.222 -0.984  -0.053
92 C 2.566 -4.531 -0.381  -0.177
93 C 1.388 -5.502 -0.433  -0.052
94 C 1.548 -2.317 -0.313  -0.367
95 C 1.388 -2.497 1.163  0.003
96 N 1.030 -1.268 -0.906  0.018
97 H 1.691 -3.131 -4.349  0.082
98 H 0.550 -3.355 -3.008  0.060
99 H 1.645 -4.654 -3.467  0.073
100 H 2.785 -1.964 -2.557  0.117
101 H 3.566 -3.515 -2.553  0.123
102 H 2.889 -4.383 0.646  0.111
103 H 3.419 -4.934 -0.923  0.122
104 H 0.469 -5.023 -0.088  0.065
105 H 1.588 -6.366 0.203  0.084
106 H 1.215 -5.863 -1.448  0.069
107 H 2.371 -2.516 1.634  0.103
108 H 0.855 -3.419 1.386  0.090
109 H 0.821 -1.670 1.579  0.065
110 H 1.142 -1.194 -1.906  0.063

Energy above the lowest of the compared OMol25 structures with the same formula, charge and spin, kcal per mole: 42.4
Charge: +1
Largest force on an atom, hartree/bohr: 0.022
E, eV: -141311.7978

=====

# 6
C26H46F3N3O28S4 | ωB97M-V/def2-TZVPD

Each line ends with the Löwdin charge.
Geometry (Å):
1 O 3.986 0.344 -2.356  0.153
2 C 4.051 -0.785 -2.823  -0.582
3 O 4.818 -1.229 -3.776  0.153
4 C 4.592 -2.556 -4.028  -0.123
5 C 3.721 -2.996 -3.055  -0.323
6 F 4.419 -3.614 -2.096  0.102
7 O 3.220 -1.735 -2.646  0.170
8 H 4.304 -2.651 -5.075  0.160
9 H 5.512 -3.138 -4.085  0.163
10 H 2.865 -3.648 -3.228  0.185
11 O 7.909 0.185 -1.016  0.123
12 C 6.893 0.365 -0.344  -0.599
13 O 6.513 -0.561 0.486  0.104
14 C 5.281 -0.180 1.157  -0.018
15 C 5.179 1.193 0.712  -0.416
16 F 5.525 2.088 1.615  0.114
17 O 6.036 1.341 -0.342  0.191
18 H 4.429 -0.738 0.771  0.137
19 H 5.300 -0.089 2.243  0.153
20 H 4.178 1.499 0.408  0.149
21 O 2.708 8.009 2.876  0.175
22 C 2.775 6.823 2.790  -0.482
23 O 3.019 6.180 1.630  0.095
24 C 2.533 4.869 1.717  -0.116
25 C 2.454 4.628 3.145  -0.350
26 F 3.643 4.032 3.450  0.060
27 O 2.285 5.881 3.722  0.136
28 H 1.556 4.774 1.244  0.134
29 H 3.074 4.218 1.030  0.133
30 H 1.673 3.903 3.373  0.165
31 O 2.531 3.157 -1.928  -0.254
32 S 2.994 3.243 -3.302  0.686
33 O 4.457 3.307 -3.531  -0.240
34 O 2.384 1.997 -4.126  -0.215
35 C 1.396 2.502 -5.139  -0.124
36 C 0.939 3.790 -4.578  -0.222
37 O 2.142 4.345 -4.132  -0.177
38 H 1.878 2.769 -6.079  0.130
39 H 0.595 1.802 -5.374  0.134
40 H 0.170 3.689 -3.812  0.105
41 H 0.488 4.398 -5.362  0.147
42 O -0.330 1.199 5.280  -0.229
43 S -0.174 -0.263 5.272  0.714
44 O 1.068 -0.850 4.818  -0.232
45 O -0.794 -0.889 6.679  -0.211
46 C -1.276 -2.249 6.532  -0.120
47 C -1.871 -2.122 5.111  -0.227
48 O -1.397 -0.995 4.526  -0.210
49 H -0.405 -2.904 6.563  0.121
50 H -1.952 -2.738 7.232  0.135
51 H -2.950 -1.992 5.024  0.126
52 H -1.680 -3.008 4.506  0.129
53 O -3.623 -1.134 0.680  -0.254
54 S -4.960 -0.637 0.372  0.704
55 O -4.961 0.113 -0.860  -0.240
56 O -6.250 -1.602 0.625  -0.197
57 C -6.881 -1.423 1.857  -0.175
58 C -5.941 -0.455 2.627  -0.160
59 O -5.355 0.436 1.628  -0.192
60 H -7.915 -1.105 1.722  0.136
61 H -6.922 -2.359 2.414  0.133
62 H -5.243 -1.020 3.245  0.120
63 H -6.562 0.192 3.247  0.132
64 O -0.764 -6.387 0.096  -0.258
65 S 0.243 -5.478 -0.511  0.795
66 O 0.124 -5.239 -1.955  -0.253
67 O 0.427 -4.045 0.394  -0.255
68 C 1.437 -4.214 1.415  -0.146
69 C 2.245 -5.452 1.075  -0.230
70 O 1.828 -5.931 -0.137  -0.198
71 H 1.961 -3.277 1.224  0.130
72 H 1.005 -4.393 2.400  0.129
73 H 2.206 -6.179 1.887  0.131
74 H 3.289 -5.306 0.798  0.139
75 C -0.076 -0.840 -0.010  -0.042
76 N 0.983 0.149 0.111  0.051
77 C 0.965 1.279 0.776  -0.515
78 C -0.067 1.505 1.885  0.011
79 O 1.897 2.100 0.565  -0.017
80 H -0.976 -0.821 0.604  0.072
81 H 0.275 -1.866 0.106  0.057
82 H -0.384 -0.716 -1.048  0.079
83 H 1.685 0.143 -0.616  0.139
84 H -0.934 0.855 1.772  0.056
85 H -0.456 2.502 2.089  0.092
86 H 0.377 1.042 2.766  0.060
87 C -2.423 -2.710 -2.220  -0.069
88 N -3.842 -2.802 -2.344  -0.001
89 C -4.554 -3.937 -2.341  -0.598
90 C -6.033 -3.838 -2.073  0.003
91 O -4.020 -4.995 -2.306  0.081
92 H -1.984 -1.750 -2.490  0.082
93 H -1.937 -3.452 -2.854  0.085
94 H -2.273 -2.931 -1.164  0.082
95 H -4.381 -1.955 -2.234  0.103
96 H -6.181 -3.816 -0.993  0.070
97 H -6.567 -4.759 -2.307  0.087
98 H -6.423 -2.926 -2.523  0.081
99 C -4.676 4.396 -1.798  -0.069
100 N -3.500 3.663 -1.433  -0.008
101 C -2.248 3.838 -1.903  -0.573
102 C -1.213 2.890 -1.397  0.016
103 O -2.002 4.788 -2.611  0.053
104 H -5.068 4.976 -0.963  0.081
105 H -5.467 3.664 -1.963  0.078
106 H -4.424 5.056 -2.628  0.089
107 H -3.527 3.220 -0.526  0.129
108 H -0.439 3.643 -1.243  0.092
109 H -0.806 2.266 -2.192  0.090
110 H -1.348 2.438 -0.414  0.070

Energy above the lowest of the compared OMol25 structures with the same formula, charge and spin, kcal per mole: 144.6
SMILES: O=C1OC[C@@H](F)O1.O=C1OC[C@@H](F)O1.O=C1OC[C@@H](F)O1.O=S1(=O)OCCO1.O=S1(=O)OCCO1.O=S1(=O)OCCO1.O=S1(=O)OCCO1.CNC(C)=O.CNC(C)=O.CNC(C)=O
Largest force on an atom, hartree/bohr: 0.134
E, eV: -140993.3861